# 1
# C26H55NO17S5

6 unconnected molecules or ions with the total composition C26H55NO17S5 at a distorted geometry (ωB97M-V/def2-TZVPD, OMol25).

```
104
C26H55NO17S5 | OMol25 | ωB97M-V/def2-TZVPD
C -2.258 5.185 -2.002
O -2.498 3.976 -2.688
C -1.981 2.801 -2.093
C -1.493 2.903 -0.636
N -0.123 3.446 -0.494
C -0.878 2.112 -2.938
C -0.256 2.957 -4.042
O -0.080 4.157 -4.017
C 0.232 2.170 -5.264
C 1.441 1.536 -5.111
C 1.929 0.782 -6.136
C 1.173 0.695 -7.279
C -0.025 1.318 -7.468
C -0.527 2.098 -6.402
H -1.185 5.375 -1.887
H -2.632 5.995 -2.635
H -2.797 5.272 -1.051
H -2.820 2.091 -2.059
H -2.204 3.378 0.043
H -1.434 1.863 -0.284
H -0.180 4.218 0.156
H 0.493 2.732 -0.131
H -0.053 1.713 -2.338
H -1.317 1.234 -3.428
H 1.968 1.628 -4.166
H 2.869 0.268 -5.973
H 1.555 0.080 -8.092
H -0.620 1.211 -8.367
H -1.478 2.621 -6.395
C 1.053 -1.013 3.673
C 2.347 -0.443 4.217
O 3.262 -0.068 3.166
S 3.003 1.303 2.404
C 4.572 1.410 1.612
O 2.889 2.358 3.363
O 1.998 1.096 1.404
H 0.472 -0.248 3.158
H 0.444 -1.410 4.486
H 1.253 -1.808 2.954
H 2.159 0.407 4.875
H 2.861 -1.199 4.807
H 5.342 1.510 2.372
H 4.556 2.289 0.971
H 4.726 0.514 1.015
C -5.175 -0.293 -11.872
C -6.076 -0.159 -10.660
O -5.358 -0.354 -9.428
S -4.473 0.851 -8.879
C -4.218 0.218 -7.255
O -5.293 2.020 -8.803
O -3.214 0.868 -9.558
H -4.456 0.525 -11.919
H -5.767 -0.279 -12.787
H -4.607 -1.222 -11.828
H -6.588 0.805 -10.650
H -6.843 -0.931 -10.686
H -5.178 0.152 -6.750
H -3.561 0.910 -6.734
H -3.749 -0.760 -7.330
C 0.513 -2.217 -4.973
C 1.308 -3.029 -5.974
O 1.672 -4.325 -5.459
S 0.560 -5.464 -5.449
C 1.643 -6.821 -5.149
O 0.007 -5.581 -6.763
O -0.283 -5.282 -4.309
H -0.471 -2.656 -4.803
H 0.373 -1.200 -5.335
H 1.023 -2.185 -4.009
H 0.767 -3.135 -6.916
H 2.244 -2.519 -6.196
H 2.320 -6.923 -5.992
H 1.029 -7.713 -5.047
H 2.190 -6.635 -4.228
C -1.395 2.288 6.903
C -1.657 1.727 8.286
O -2.256 0.416 8.235
S -1.312 -0.825 7.932
C -2.448 -2.085 8.404
O -0.213 -0.809 8.851
O -1.086 -0.907 6.522
H -0.615 1.725 6.390
H -1.073 3.327 6.971
H -2.293 2.232 6.288
H -0.744 1.702 8.884
H -2.369 2.361 8.811
H -2.659 -1.987 9.465
H -1.977 -3.044 8.199
H -3.354 -1.978 7.813
C 2.904 -0.177 9.547
C 2.920 -1.616 10.017
O 4.142 -1.951 10.706
S 4.303 -1.479 12.217
C 5.693 -2.487 12.612
O 3.167 -1.924 12.964
O 4.705 -0.107 12.236
H 2.860 0.512 10.391
H 2.035 0.002 8.917
H 3.809 0.058 8.985
H 2.058 -1.835 10.648
H 2.866 -2.282 9.157
H 5.400 -3.531 12.543
H 5.993 -2.245 13.629
H 6.499 -2.260 11.919
```

For the total energy, the calculation gives -4348.34646 a.u. As for the largest force on an atom: 0.047 Eh/bohr. Its SMILES is CO[C@H](CN)CC(=O)c1ccccc1.CCOS(C)(=O)=O.CCOS(C)(=O)=O.CCOS(C)(=O)=O.CCOS(C)(=O)=O.CCOS(C)(=O)=O. As for the molar mass: 814.1 g mol⁻¹. For the frontier orbital gap, the calculation gives 0.343 Eh. As for the charge: 0. As for the spin multiplicity: 1.

=====

# 2
# C26H56BCl2FN3O7PS

3 unconnected molecules or ions with the total composition C26H56BCl2FN3O7PS at a distorted geometry (ωB97M-V/def2-TZVPD, OMol25).

```
98
C26H56BCl2FN3O7PS | OMol25 | ωB97M-V/def2-TZVPD
C 0.806 1.320 -4.742
C 0.095 1.329 -6.092
S -1.024 2.747 -6.241
C -2.698 2.052 -6.143
C -3.392 2.170 -4.788
B -2.978 3.464 -3.947
O -2.782 4.594 -4.757
C -2.869 3.743 -2.410
C -1.379 3.846 -2.037
C -4.893 2.531 -4.876
O -5.492 3.097 -5.773
N -5.437 2.121 -3.653
C -4.871 0.814 -3.247
C -4.886 0.417 -1.773
C -3.756 0.720 -0.784
F -2.541 1.013 -1.360
P -6.016 -0.555 -4.004
O -6.571 0.242 -5.317
Cl -7.728 -0.393 -2.796
C -3.647 0.725 -4.202
C -2.464 -0.188 -3.916
C -2.709 -1.679 -4.218
C -2.730 -1.994 -5.702
Cl -3.690 -3.478 -6.034
H 1.389 2.236 -4.657
H 0.102 1.323 -3.915
H 1.507 0.491 -4.665
H 0.852 1.452 -6.864
H -0.387 0.378 -6.302
H -2.661 1.028 -6.499
H -3.296 2.608 -6.864
H -3.635 5.009 -4.910
H -3.294 4.739 -2.260
H -3.435 3.083 -1.771
H -0.876 2.892 -2.169
H -0.895 4.534 -2.729
H -1.238 4.197 -1.021
H -6.449 2.147 -3.702
H -5.060 -0.661 -1.731
H -5.795 0.842 -1.351
H -4.027 1.535 -0.116
H -3.603 -0.149 -0.145
H -7.520 0.381 -5.253
H -4.106 0.251 -5.089
H -2.128 -0.145 -2.888
H -1.618 0.106 -4.530
H -1.860 -2.212 -3.790
H -3.587 -2.069 -3.715
H -1.735 -2.203 -6.076
H -3.191 -1.218 -6.303
C 3.707 2.458 2.495
O 2.362 2.643 2.893
C 1.532 3.244 1.906
C 0.512 2.259 1.381
N 1.145 1.225 0.574
C 0.270 0.111 0.220
C -0.279 -0.751 1.351
O 0.702 -1.505 2.036
C 1.362 -0.819 3.085
H 4.266 2.140 3.374
H 3.805 1.685 1.725
H 4.142 3.390 2.123
H 2.130 3.659 1.089
H 1.003 4.071 2.389
H -0.215 2.792 0.762
H -0.021 1.846 2.249
H 1.941 0.860 1.080
H 0.840 -0.544 -0.445
H -0.567 0.500 -0.361
H -0.956 -1.484 0.901
H -0.879 -0.172 2.064
H 0.705 -0.095 3.572
H 2.266 -0.319 2.727
H 1.669 -1.560 3.822
C 6.709 -5.754 6.964
O 5.342 -5.702 6.609
C 4.473 -5.316 7.666
C 3.871 -3.953 7.408
N 4.873 -2.901 7.518
C 4.424 -1.586 7.071
C 4.047 -1.415 5.604
O 5.132 -1.530 4.703
C 5.455 -2.848 4.298
H 7.245 -6.206 6.131
H 7.125 -4.757 7.145
H 6.864 -6.371 7.854
H 4.993 -5.337 8.628
H 3.665 -6.052 7.704
H 3.083 -3.768 8.144
H 3.403 -3.983 6.414
H 5.685 -3.166 6.977
H 5.231 -0.882 7.286
H 3.570 -1.285 7.686
H 3.673 -0.395 5.483
H 3.231 -2.082 5.304
H 4.571 -3.489 4.261
H 6.205 -3.300 4.954
H 5.883 -2.788 3.298
```

For the total energy, the calculation gives -3499.82048 a.u. As for the largest force on an atom: 0.027 Eh/bohr. Its SMILES is CCSC[C@@]1(B(O)CC)C(=O)N[C@@](CCF)(P(O)Cl)[C@@H]1CCCCl.COCCNCCOC.COCCNCCOC. As for the molar mass: 686.5 g mol⁻¹. For the frontier orbital gap, the calculation gives 0.326 Eh. As for the charge: 0. As for the spin multiplicity: 1.

=====

> largest force on an atom of number 1 (C26H55NO17S5)?

0.047 Eh/bohr